Density functional theory data (wB97M-V/def2-TZVPD) for 6 unconnected molecules or ions with the total composition C20H41N2O8.

Last column: Löwdin charge in e.
Cartesian coordinates (Å):
O1 8.0300 -2.6114 2.0278  0.1050
N1 7.5439 -3.3982 2.7421  -0.0172
O2 6.1764 -3.1536 2.8522  -0.1059
C1 5.4508 -4.3730 2.9640  -0.1273
C2 4.3910 -4.5168 1.8478  -0.1969
C3 3.1859 -5.3993 2.2544  -0.1448
O3 2.4383 -4.9192 3.3544  -0.0974
C4 2.3701 -3.5069 3.4575  -0.1588
C5 2.6817 -2.7042 2.1685  -0.0589
N2 3.8371 -3.2198 1.3643  0.1069
H1 6.1109 -5.2495 2.9026  0.1415
H2 4.9238 -4.4438 3.9292  0.1348
H3 4.8391 -5.0093 0.9704  0.1685
H4 2.5589 -5.6339 1.3626  0.1099
H5 3.6148 -6.3687 2.5584  0.1505
H6 1.3288 -3.2613 3.7201  0.1393
H7 2.9684 -3.1242 4.3029  0.1288
H8 1.8017 -2.5520 1.5279  0.1172
H9 2.9567 -1.6900 2.4976  0.1461
H10 4.5356 -2.4832 1.2485  0.1786
H11 3.4795 -3.3885 0.4211  0.1862
C6 -1.1090 -0.6396 -1.3380  -0.0178
C7 -0.1934 -1.7817 -1.0061  -0.4906
O4 0.9283 -1.5897 -0.5749  0.0300
C8 -0.7173 -3.1763 -1.2270  -0.0193
H12 -0.6063 0.3018 -1.1304  0.0740
H13 -1.3746 -0.6723 -2.3962  0.0961
H14 -2.0107 -0.6946 -0.7271  0.0945
H15 -0.9664 -3.3168 -2.2795  0.0907
H16 -1.6032 -3.3420 -0.6123  0.0912
H17 0.0464 -3.9023 -0.9467  0.0694
C9 -1.0077 4.0349 -0.7589  -0.0200
C10 -2.2223 3.1476 -0.7842  -0.4930
O5 -2.2518 2.0966 -0.1755  0.0376
C11 -3.4001 3.6169 -1.5944  -0.0331
H18 -0.2381 3.5771 -0.1386  0.0823
H19 -0.6170 4.1597 -1.7708  0.0879
H20 -1.2662 5.0063 -0.3356  0.0537
H21 -3.1129 3.7252 -2.6410  0.0863
H22 -3.7612 4.5703 -1.2103  0.0797
H23 -4.2034 2.8860 -1.5257  0.0851
C12 -0.8749 7.0829 3.3300  -0.0206
C13 -1.0685 7.5427 1.9096  -0.4946
O6 -0.9315 6.7819 0.9774  0.0546
C14 -1.4389 8.9858 1.6948  -0.0205
H24 -0.6123 6.0264 3.3356  0.0817
H25 -0.0682 7.6492 3.7980  0.0871
H26 -1.7986 7.2194 3.8945  0.0876
H27 -0.6567 9.6342 2.0922  0.0876
H28 -2.3869 9.2044 2.1889  0.0877
H29 -1.5458 9.1771 0.6285  0.0820
C15 -4.4037 7.0396 -3.6581  -0.0183
C16 -5.6200 6.1506 -3.6850  -0.5000
O7 -5.6479 5.1034 -3.0790  0.0611
C17 -6.7989 6.6178 -4.4967  -0.0226
H30 -3.6339 6.5826 -3.0380  0.0712
H31 -4.0125 7.1665 -4.6687  0.0878
H32 -4.6628 8.0124 -3.2372  0.0876
H33 -6.5111 6.7265 -5.5436  0.0866
H34 -7.1613 7.5725 -4.1119  0.0868
H35 -7.5997 5.8839 -4.4267  0.0828
C18 2.2084 -8.6945 -1.8257  -0.0144
C19 1.4822 -7.8943 -0.7803  -0.4845
O8 2.0592 -7.0621 -0.1079  0.0306
C20 0.0141 -8.1642 -0.5984  -0.0133
H36 3.2555 -8.3976 -1.8483  0.0826
H37 2.1487 -9.7574 -1.5881  0.0929
H38 1.7686 -8.5098 -2.8068  0.0921
H39 -0.1393 -9.2044 -0.3083  0.0930
H40 -0.5196 -7.9569 -1.5271  0.0915
H41 -0.3797 -7.5192 0.1855  0.0831

The relative energy (zero: lowest compared OMol25 entry of this formula, charge and spin) comes out at 512.3 kJ/mol. The highest occupied orbital energy comes out at -10.65 eV. Its charge is +1. The multiplicity is 1. For the frontier orbital gap, the calculation gives 7.7794 eV. The LUMO energy comes out at -0.105 Eh.



Density functional theory data (wB97M-V/def2-TZVPD) for 7 unconnected molecules or ions with the total composition C20H42BI2NO7S.

Last column: Löwdin charge in e.
Cartesian coordinates (Å):
C1 -0.9978 3.6322 0.4831  -0.0124
C2 -0.9121 2.2806 1.2160  -0.3656
C3 0.5596 1.7849 1.3047  -0.0374
B1 0.7611 0.4108 0.5776  -0.4690
N1 0.3837 -0.8128 1.3388  0.2036
C4 -0.0965 -1.7450 0.7380  -0.7764
S1 -0.4977 -3.0464 -0.0443  0.7665
C5 1.4092 0.1725 -0.8589  -0.6876
I1 -0.1049 0.1571 -2.3834  1.0463
C6 2.6225 1.0521 -1.1775  -0.8220
C7 2.3526 2.4546 -1.7038  -0.1908
I2 3.9633 -0.0198 -2.4989  0.8925
O1 -1.7226 1.3031 0.5902  -0.1551
C8 -3.0087 1.1627 1.1588  -0.1417
C9 -4.1145 1.2056 0.1237  -0.1905
C10 -5.4082 1.4139 0.5953  -0.0497
C11 -6.4561 1.4994 -0.3046  -0.0901
C12 -6.2375 1.3774 -1.6699  -0.0960
C13 -4.9505 1.1392 -2.1204  -0.0799
C14 -3.8849 1.0530 -1.2306  -0.0365
H1 -0.8799 4.4535 1.1938  0.0834
H2 -1.9649 3.7592 -0.0073  0.0828
H3 -0.2128 3.7370 -0.2662  0.0658
H4 -1.2320 2.4886 2.2397  0.1372
H5 1.2620 2.5639 1.0131  0.0931
H6 0.7530 1.5888 2.3624  0.0901
H7 1.7785 -0.8556 -0.8278  0.0336
H8 3.1879 1.1462 -0.2488  0.0798
H9 1.5791 2.4881 -2.4695  0.0316
H10 2.0950 3.1588 -0.9128  0.0640
H11 3.2636 2.8351 -2.1677  0.0538
H12 -3.0689 0.2166 1.7123  0.1409
H13 -3.2285 1.9499 1.8870  0.1102
H14 -5.5846 1.5168 1.6601  0.1148
H15 -7.4575 1.6805 0.0700  0.1008
H16 -7.0454 1.4680 -2.3833  0.0995
H17 -4.7500 1.0159 -3.1784  0.1025
H18 -2.8818 0.8760 -1.5916  0.0325
C15 3.3246 -5.4012 0.0155  -0.1375
O2 2.6271 -4.8143 -1.0824  -0.1414
H19 4.2971 -5.7320 -0.3401  0.0817
H20 3.4644 -4.6652 0.8116  0.0728
H21 2.7721 -6.2596 0.4039  0.0812
H22 1.7709 -4.5299 -0.7453  0.0106
C16 1.5013 -5.2723 3.3742  -0.1630
O3 2.4300 -6.3315 3.5833  -0.1271
H23 1.9788 -4.5287 2.7414  0.0605
H24 0.6052 -5.6462 2.8716  0.0773
H25 1.2266 -4.8091 4.3254  0.0768
H26 2.0063 -6.9899 4.1398  0.0717
C17 2.5228 2.9692 4.5354  -0.1496
O4 2.4306 1.6522 3.9997  -0.1339
H27 2.4056 3.6680 3.7104  0.0753
H28 1.7331 3.1508 5.2688  0.0778
H29 3.4956 3.1346 5.0044  0.0764
H30 2.5348 1.0318 4.7264  0.0790
C18 -4.6993 4.6842 2.7757  -0.1522
O5 -4.2058 3.7218 3.7074  -0.1368
H31 -4.2605 4.4607 1.8057  0.0686
H32 -5.7872 4.6221 2.6964  0.0782
H33 -4.4077 5.6941 3.0741  0.0764
H34 -4.5950 3.9171 4.5637  0.0725
C19 4.3389 -3.8157 -4.2953  -0.1576
O6 4.7339 -4.8099 -3.3515  -0.1344
H35 4.7436 -4.0976 -5.2650  0.0786
H36 3.2555 -3.7639 -4.3642  0.0589
H37 4.7376 -2.8314 -4.0188  0.0395
H38 4.3582 -4.5652 -2.4990  0.0331
C20 1.5395 -0.9058 -6.0599  -0.1678
O7 1.9015 -1.9163 -5.1299  -0.1758
H39 1.8981 -1.2154 -7.0388  0.0782
H40 0.4535 -0.7805 -6.1040  0.0706
H41 2.0017 0.0507 -5.7976  0.0678
H42 1.5940 -1.6382 -4.2618  -0.0111

The highest occupied orbital energy comes out at -9.12 eV. Its structure (SMILES) is C[C@H](CB(N=C=S)[C@@H](I)[C@H](C)I)OCc1ccccc1.CO.CO.CO.CO.CO.CO. Its charge is 0. The multiplicity is 1. For the frontier orbital gap, the calculation gives 8.7516 eV. The LUMO energy comes out at -0.013 Eh.



Density functional theory data (wB97M-V/def2-TZVPD) for 3 unconnected molecules or ions with the total composition C20H42ClN4O11P2.

Last column: Löwdin charge in e.
Cartesian coordinates (Å):
C1 4.8838 2.9211 -3.3735  0.0321
C2 3.3823 3.2937 -3.5856  -0.4965
O1 2.6086 2.4005 -3.6832  0.1295
O2 3.0250 4.6297 -3.6057  -0.0388
C3 2.0124 4.9175 -4.5939  -0.0387
C4 0.6332 4.6847 -3.9136  -0.1867
N1 -0.1988 3.8151 -4.5491  0.2402
C5 -1.2882 3.7991 -3.7088  -0.3103
N2 -2.3959 3.0912 -3.8790  0.0792
C6 -2.6821 2.2183 -5.0264  -0.0967
C7 -1.5604 1.1928 -5.3560  -0.7707
O3 -1.2643 1.0596 -6.4776  0.0873
Cl1 -0.7166 0.2093 -4.1310  0.7585
N3 -1.0645 4.6268 -2.6559  0.1724
N4 0.1494 5.2196 -2.7842  -0.0466
C8 0.8163 6.2073 -1.9266  0.0445
H1 5.0761 2.0359 -4.0190  0.0993
H2 5.5527 3.7747 -3.6111  0.0875
H3 5.0284 2.5613 -2.3275  0.0994
H4 2.1297 5.9713 -4.9321  0.1503
H5 2.1291 4.1865 -5.4177  0.1475
H6 -3.1270 3.2000 -3.1814  0.1625
H7 -3.5939 1.6326 -4.7571  0.1480
H8 -2.9252 2.8346 -5.9154  0.1448
H9 -1.6837 4.8202 -1.8741  0.1936
H10 1.8858 5.9880 -1.7493  0.1074
H11 0.7819 7.1786 -2.4817  0.1167
H12 0.2659 6.3967 -0.9791  0.1117
O4 -1.6108 -6.0465 -1.3423  -0.2354
P1 -2.5038 -4.8358 -1.3856  0.6436
O5 -2.7503 -4.6193 0.2417  -0.2139
C9 -1.6808 -4.7462 1.1716  -0.2864
C10 -0.8886 -3.4597 1.3107  -0.0814
O6 -3.9112 -5.5710 -1.7891  -0.2171
C11 -3.9376 -6.9196 -2.2522  -0.2898
C12 -4.0704 -7.8937 -1.0966  -0.0732
O7 -3.3104 -3.4099 -1.7163  -0.1906
C13 -2.8866 -2.1600 -1.2033  -0.2842
C14 -1.5820 -1.6891 -1.8134  -0.1283
H13 -1.0138 -5.5701 0.9124  0.1073
H14 -2.1295 -4.9963 2.1354  0.1216
H15 -0.4502 -3.1649 0.3540  0.0615
H16 -0.0810 -3.5775 2.0357  0.0795
H17 -1.5277 -2.6420 1.6504  0.0719
H18 -3.0598 -7.1376 -2.8599  0.1035
H19 -4.8046 -7.0198 -2.9079  0.1157
H20 -3.3408 -7.6993 -0.3098  0.0699
H21 -3.9452 -8.9210 -1.4423  0.0788
H22 -5.0571 -7.7984 -0.6361  0.0776
H23 -2.8442 -2.1896 -0.1144  0.0976
H24 -3.6727 -1.4408 -1.4502  0.1235
H25 -0.8069 -2.4581 -1.7525  0.0734
H26 -1.2287 -0.7878 -1.3073  0.0594
H27 -1.7194 -1.4560 -2.8690  -0.0152
O8 2.6966 0.4715 3.1051  -0.2444
P2 1.9471 1.0658 4.2678  0.6448
O9 1.3069 -0.3176 4.9202  -0.2149
C15 2.0843 -1.5051 5.0449  -0.2898
C16 2.9126 -1.5232 6.3151  -0.0746
O10 0.6291 1.6224 3.4556  -0.2159
C17 0.6172 1.6973 2.0384  -0.3052
C18 0.1184 0.4014 1.4261  -0.0781
O11 1.3748 1.9700 5.5425  -0.1916
C19 1.7531 1.7248 6.8895  -0.2814
C20 3.2028 2.0709 7.1579  -0.0766
H28 2.7276 -1.6587 4.1767  0.1052
H29 1.3802 -2.3397 5.0673  0.1190
H30 3.6097 -0.6822 6.3401  0.0626
H31 3.4884 -2.4472 6.3879  0.0834
H32 2.2755 -1.4543 7.1987  0.0778
H33 1.6021 1.9667 1.6553  0.1009
H34 -0.0598 2.5105 1.7614  0.1077
H35 0.6342 -0.4700 1.8296  0.0715
H36 0.2471 0.4115 0.3412  0.0657
H37 -0.9435 0.2645 1.6509  0.0777
H38 1.5145 0.6999 7.1726  0.0982
H39 1.1168 2.3601 7.5102  0.1282
H40 3.8721 1.5964 6.4346  0.0640
H41 3.4893 1.7586 8.1635  0.0877
H42 3.3571 3.1488 7.0789  0.0810

The highest occupied orbital energy comes out at -11.55 eV. Its charge is +1. The multiplicity is 1. For the frontier orbital gap, the calculation gives 8.5535 eV. The LUMO energy comes out at -0.110 Eh.



Electronic energy per entry: -40755.3537; -64954.5305; -80997.3530 eV